[1]
ORCA calculation (the ωB97M-V functional and the def2-TZVPD basis) on C44H55AsN2NiP2S2Si2Te as an isolated structure in a non-equilibrium geometry.

Cartesian coordinates (Å):
Ni 0.478 -0.518 -0.806
C 3.940 -2.148 0.140
Si 2.961 -1.738 1.725
C 4.190 -0.926 2.973
C 2.379 -3.375 2.533
N 1.668 -0.753 1.216
P 0.711 0.397 1.735
C -0.623 0.369 0.652
P -1.198 1.514 -0.478
N -1.199 0.729 -1.870
Si -1.767 1.122 -3.434
C -3.140 2.464 -3.544
C -2.500 -0.500 -4.136
C -0.415 1.657 -4.680
C -0.600 3.235 -0.696
C 0.754 3.494 -0.550
C 1.267 4.746 -0.831
C 0.418 5.757 -1.251
C -0.938 5.505 -1.402
C -1.447 4.250 -1.135
C -2.910 1.853 0.069
C -3.873 0.931 -0.332
C -5.169 1.017 0.133
C -5.525 2.025 1.015
C -4.568 2.942 1.426
C -3.264 2.846 0.980
C 1.770 1.835 2.172
C 2.967 1.950 1.473
C 3.872 2.943 1.790
C 3.598 3.817 2.832
C 2.404 3.708 3.527
C 1.478 2.738 3.185
C 0.003 0.082 3.402
C -1.370 0.104 3.587
C -1.916 -0.134 4.835
C -1.088 -0.394 5.917
C 0.286 -0.426 5.737
C 0.829 -0.187 4.488
H 4.605 -2.999 0.271
H 4.534 -1.301 -0.195
H 3.229 -2.386 -0.646
H 5.214 -1.094 2.653
H 4.081 -1.345 3.970
H 4.040 0.147 3.042
H 3.213 -4.013 2.815
H 1.761 -3.915 1.819
H 1.773 -3.191 3.418
H -3.819 2.402 -2.698
H -3.726 2.339 -4.451
H -2.717 3.464 -3.560
H -3.339 -0.862 -3.548
H -1.741 -1.276 -4.129
H -2.838 -0.364 -5.160
H 0.155 2.516 -4.331
H -0.847 1.902 -5.647
H 0.289 0.842 -4.825
H 1.398 2.694 -0.216
H 2.327 4.931 -0.725
H 0.805 6.743 -1.474
H -1.599 6.298 -1.737
H -2.501 4.048 -1.266
H -3.582 0.171 -1.045
H -5.911 0.300 -0.192
H -6.543 2.104 1.379
H -4.845 3.736 2.106
H -2.521 3.563 1.309
H 3.177 1.213 0.704
H 4.801 3.019 1.238
H 4.318 4.579 3.110
H 2.196 4.382 4.350
H 0.542 2.641 3.721
H -1.997 0.330 2.732
H -2.991 -0.113 4.966
H -1.512 -0.578 6.898
H 0.931 -0.633 6.584
H 1.899 -0.195 4.347
S 0.528 -2.713 -1.032
C -0.427 -3.319 -2.354
C 0.168 -3.685 -3.564
C -0.575 -4.307 -4.547
C -1.921 -4.583 -4.354
C -2.520 -4.214 -3.160
C -1.783 -3.598 -2.174
H 1.217 -3.473 -3.710
H -0.094 -4.598 -5.473
H -2.500 -5.082 -5.122
H -3.570 -4.421 -2.992
H -2.240 -3.315 -1.242
C -1.981 -3.492 3.590
As -1.093 -3.008 1.866
C -2.746 -2.319 1.044
C -1.179 -4.882 1.212
H -2.895 -4.062 3.419
H -2.235 -2.587 4.137
H -1.317 -4.086 4.219
H -3.430 -3.117 0.745
H -2.483 -1.709 0.180
H -3.256 -1.669 1.755
H -0.478 -5.496 1.780
H -0.887 -4.926 0.168
H -2.177 -5.307 1.323
Te 2.116 0.647 -2.153
C 3.903 0.110 -3.147
C 5.044 0.854 -3.226
C 6.034 0.329 -4.078
C 5.652 -0.834 -4.664
S 4.059 -1.283 -4.162
H 5.161 1.768 -2.673
H 6.990 0.800 -4.249
H 6.196 -1.453 -5.351

Results
Energy above the lowest of the compared OMol25 structures with the same formula, charge and spin = 113.6 kJ/mol
2S+1 = 3
LUMO level (alpha / beta) = 0.15406 / 0.15393 Eh
HOMO-LUMO gap (alpha / beta) = 5.52 / 5.50 eV
<S²> = 2.01
Max |F| = 2.514 eV/A
Charge = -2

These are the Löwdin partial charges, in e, on atoms 1 to 5: -0.137, -0.194, 0.338, -0.181, -0.206

=====

[2]
ORCA calculation (the ωB97M-V functional and the def2-TZVPD basis) on C44H55BF4KN5O as an isolated structure in a non-equilibrium geometry.

Cartesian coordinates (Å):
K 0.064 -0.082 0.261
C -4.543 -2.516 -4.098
C -3.129 -3.051 -3.840
C -2.620 -2.690 -2.478
C -2.618 -3.465 -1.357
C -3.025 -4.900 -1.228
C -1.814 -5.835 -1.366
C -2.048 -2.641 -0.291
C -1.893 -3.030 1.046
C -1.430 -2.260 2.122
C -1.109 -2.777 3.457
C -1.311 -4.186 3.920
C -2.743 -4.426 4.417
C -0.598 -1.727 4.156
C -0.628 -0.577 3.245
C -0.103 0.685 3.551
C 0.046 1.802 2.717
N -0.396 1.881 1.451
C 0.026 3.047 0.931
C -0.118 3.421 -0.412
C -0.595 2.648 -1.481
N -0.989 1.364 -1.399
C -1.377 0.969 -2.626
C -1.866 -0.305 -2.944
C -2.042 -1.403 -2.092
N -1.701 -1.435 -0.788
C -1.213 2.071 -3.577
C -0.719 3.119 -2.863
C -0.284 4.458 -3.373
C 1.222 4.475 -3.669
C -1.563 2.027 -5.033
C -3.063 2.250 -5.268
C 0.747 3.810 1.955
C 0.769 3.027 3.069
C 1.491 3.286 4.355
C 2.904 2.686 4.331
C 1.361 5.164 1.773
C 0.326 6.290 1.887
N -1.156 -0.945 2.064
C -0.051 -1.715 5.549
C -1.003 -1.057 6.557
H -4.884 -2.773 -5.106
H -5.244 -2.937 -3.375
H -4.564 -1.430 -3.990
H -3.134 -4.139 -3.959
H -2.454 -2.650 -4.602
H -3.497 -5.064 -0.256
H -3.768 -5.151 -1.991
H -1.028 -5.536 -0.671
H -2.090 -6.875 -1.169
H -1.402 -5.770 -2.375
H -2.139 -4.064 1.270
H -1.095 -4.877 3.102
H -0.609 -4.417 4.726
H -3.460 -4.193 3.627
H -2.890 -5.465 4.725
H -2.961 -3.778 5.268
H 0.322 0.787 4.544
H 0.220 4.422 -0.666
H -2.169 -0.456 -3.977
H -0.836 4.714 -4.283
H -0.513 5.231 -2.635
H 1.463 3.734 -4.434
H 1.554 5.458 -4.017
H 1.782 4.211 -2.770
H -0.997 2.789 -5.578
H -1.275 1.058 -5.450
H -3.361 3.229 -4.888
H -3.315 2.197 -6.332
H -3.641 1.495 -4.734
H 1.551 4.364 4.536
H 0.927 2.857 5.188
H 3.510 3.170 3.562
H 3.405 2.810 5.295
H 2.873 1.622 4.093
H 2.143 5.321 2.522
H 1.843 5.218 0.793
H -0.141 6.272 2.873
H 0.788 7.272 1.740
H -0.460 6.161 1.142
H 0.155 -2.739 5.871
H 0.904 -1.183 5.552
H -1.943 -1.609 6.613
H -0.557 -1.032 7.556
H -1.233 -0.035 6.254
O 1.117 -3.359 -0.723
C 2.420 -2.791 -0.790
C 2.840 -2.525 -2.237
C 2.112 -1.331 -2.891
C 2.701 -0.032 -2.415
C 3.754 0.571 -3.101
C 4.338 1.709 -2.568
C 3.857 2.211 -1.369
C 2.796 1.555 -0.762
N 2.230 0.469 -1.276
H 0.454 -2.658 -0.676
H 3.103 -3.522 -0.352
H 2.507 -1.883 -0.189
H 2.631 -3.433 -2.811
H 3.920 -2.346 -2.264
H 1.048 -1.365 -2.642
H 2.214 -1.398 -3.976
H 4.112 0.142 -4.029
H 5.165 2.192 -3.077
H 4.299 3.084 -0.909
H 2.388 1.907 0.180
F 5.056 0.508 2.222
B 4.200 -0.577 2.532
F 2.953 -0.378 1.901
F 4.017 -0.643 3.931
F 4.779 -1.781 2.068

Results
Energy above the lowest of the compared OMol25 structures with the same formula, charge and spin = 0.0 kJ/mol
2S+1 = 1
LUMO level = 0.14790 Eh
HOMO-LUMO gap = 5.25 eV
Max |F| = 2.309 eV/A
Charge = -2

These are the Löwdin partial charges, in e, on atoms 1 to 5: 0.783, -0.101, -0.209, -0.144, -0.145

=====

Which value of charge does entry 1 give?
-2